[1]
{"formula": "C4H3N", "method": "the ωB97M-V functional and the def2-TZVPD basis", "symbols": ["C", "C", "C", "C", "N", "H", "H", "H"], "positions_angstrom": [[0.61917, -1.57388, -0.83334], [0.29309, -0.54051, -0.29342], [-0.61537, 0.61341, 0.36934], [0.35492, 1.78810, 0.81935], [1.14475, 1.00531, 0.35381], [0.64033, -2.53517, -1.30296], [-1.12341, 0.23067, 1.26002], [-1.31346, 1.01207, -0.37280]], "largest_force_ev_per_a": 3.30, "total_charge": 0, "homo_energy_ev": -9.6, "total_energy_ev": -5680.1973, "de_lowest_kj_mol": 415.90, "lumo_energy_ha": 0.0003, "orbital_gap_ha": 0.353}

=====

[2]
{"formula": "C21H17N5O6", "method": "the ωB97M-V functional and the def2-TZVPD basis", "symbols": ["C", "H", "O", "C", "C", "C", "C", "C", "C", "N", "O", "O", "H", "C", "N", "N", "C", "C", "C", "O", "N", "C", "C", "C", "C", "C", "C", "H", "H", "H", "C", "O", "O", "H", "H", "H", "H", "C", "H", "H", "C", "C", "N", "H", "H", "H", "H", "H", "H"], "positions_angstrom": [[-4.88943, 0.14002, -1.69128], [-5.64783, -0.31268, -2.32702], [-3.88462, -0.84336, -1.56020], [-2.79436, -0.58413, -0.83539], [-2.60461, 0.57864, -0.07976], [-1.45103, 0.78265, 0.64508], [-0.43432, -0.17382, 0.66782], [-0.62032, -1.34730, -0.04306], [-1.76672, -1.55156, -0.80108], [-1.83405, -2.75194, -1.58654], [-2.67694, -2.84160, -2.45275], [-1.00825, -3.61355, -1.35387], [0.14045, -2.11188, -0.03701], [0.80648, 0.05084, 1.39748], [1.41399, -0.92978, 2.04508], [2.49585, -0.40509, 2.61082], [2.60419, 0.91290, 2.36072], [1.53978, 1.26002, 1.55265], [1.26080, 2.60657, 1.01439], [1.27105, 3.60753, 1.69826], [0.95451, 2.67777, -0.31908], [0.92292, 1.63271, -1.24894], [-0.18015, 1.49157, -2.08020], [-0.27868, 0.39778, -2.93097], [0.75627, -0.53123, -2.99880], [1.88327, -0.34952, -2.21874], [1.97007, 0.71860, -1.34328], [2.84776, 0.84979, -0.72939], [2.69894, -1.05309, -2.28279], [0.66903, -1.38204, -3.65473], [-1.55346, 0.20162, -3.66428], [-2.48998, 0.96301, -3.59897], [-1.58386, -0.92831, -4.36561], [-2.47030, -1.09459, -4.72350], [-0.99133, 2.20327, -2.04809], [0.57534, 3.56900, -0.61420], [3.40680, 1.50998, 2.74279], [3.33661, -1.22853, 3.43275], [4.36828, -0.87363, 3.36191], [3.26941, -2.24804, 3.04560], [2.86840, -1.21585, 4.89907], [3.10080, 0.07265, 5.50343], [3.30880, 1.09754, 5.96266], [1.80041, -1.44555, 4.94338], [3.41576, -1.97094, 5.46849], [-1.33677, 1.69425, 1.21321], [-3.36719, 1.33972, -0.07314], [-4.49034, 1.03323, -2.17853], [-5.33144, 0.39634, -0.72437]], "largest_force_ev_per_a": 1.14, "total_charge": 0, "smiles": "COc1ccc(-c2nn(CCC#N)cc2C(=O)Nc2cccc(C(=O)O)c2)cc1[N+](=O)[O-]", "homo_energy_ev": -8.8, "total_energy_ev": -41786.1069, "lumo_energy_ha": -0.0116, "orbital_gap_ha": 0.312}

=====

[3]
{"formula": "C27H61Cl6N7O7", "method": "the ωB97M-V functional and the def2-TZVPD basis", "symbols": ["Cl", "C", "C", "Cl", "H", "H", "H", "H", "Cl", "C", "C", "Cl", "H", "H", "H", "H", "Cl", "C", "C", "Cl", "H", "H", "H", "H", "C", "O", "N", "C", "C", "H", "H", "H", "H", "H", "H", "H", "C", "O", "N", "C", "C", "H", "H", "H", "H", "H", "H", "H", "C", "O", "N", "C", "C", "H", "H", "H", "H", "H", "H", "H", "C", "O", "N", "C", "C", "H", "H", "H", "H", "H", "H", "H", "C", "O", "N", "C", "C", "H", "H", "H", "H", "H", "H", "H", "C", "O", "N", "C", "C", "H", "H", "H", "H", "H", "H", "H", "C", "O", "N", "C", "C", "H", "H", "H", "H", "H", "H", "H"], "positions_angstrom": [[4.09554, 3.57517, -2.89853], [2.97764, 2.23968, -2.51801], [1.69965, 2.74496, -1.97527], [0.63666, 3.63410, -3.08806], [3.53512, 1.59301, -1.84041], [2.75431, 1.67914, -3.42576], [1.91548, 3.42768, -1.15344], [1.19021, 1.87868, -1.55321], [1.43113, -3.85593, 0.37669], [2.59590, -2.99303, -0.62003], [3.54866, -2.12254, 0.19708], [4.88010, -1.44253, -0.81668], [2.07622, -2.41741, -1.38598], [3.14092, -3.84700, -1.02225], [4.02769, -2.71480, 0.97675], [3.02409, -1.25875, 0.60548], [1.30856, -1.11664, 0.03282], [0.12202, 0.03025, -0.68038], [-1.04492, 0.31330, 0.25698], [-0.55335, 1.33463, 1.61201], [-0.21294, -0.48824, -1.57874], [0.67290, 0.91387, -1.00263], [-1.41110, -0.55220, 0.80917], [-1.76095, 0.87376, -0.34410], [-2.60349, -3.78059, -1.89612], [-3.80048, -3.60800, -1.85223], [-1.75284, -2.75960, -1.71771], [-0.31247, -2.97404, -1.84472], [-2.16332, -1.36817, -1.68669], [-2.10558, -4.74998, -2.05284], [0.06477, -2.63235, -2.80859], [0.07645, -3.98854, -1.75735], [0.19530, -2.41423, -1.05930], [-1.64162, -0.84202, -2.48611], [-3.21667, -1.24170, -1.93680], [-1.98157, -0.92812, -0.70616], [-1.66146, -5.20759, 0.62447], [-2.39356, -6.00830, 0.08146], [-1.94142, -3.88633, 0.81612], [-0.88296, -2.99753, 1.38976], [-3.31216, -3.41753, 0.70510], [-0.63020, -5.43364, 0.93688], [-0.99097, -2.87571, 2.46753], [-0.95643, -1.96381, 1.05194], [0.08636, -3.48417, 1.28161], [-3.64202, -3.13502, 1.70484], [-3.31420, -2.47642, 0.15518], [-3.98425, -4.10922, 0.19719], [-0.68098, 5.39993, 0.68025], [-0.22099, 6.08787, 1.57597], [-0.19664, 4.23816, 0.24965], [-0.84222, 3.49775, -0.80607], [0.99307, 3.65833, 0.82312], [-1.64965, 5.64090, 0.21567], [-0.23541, 3.27670, -1.68414], [-1.75014, 3.98333, -1.16385], [-1.04578, 2.51745, -0.37516], [1.14744, 4.15291, 1.78211], [0.82791, 2.58433, 0.90876], [1.95217, 3.72563, 0.30961], [1.28864, 2.66296, 3.70423], [1.86899, 2.53264, 2.62825], [-0.04660, 2.78854, 3.75427], [-0.64928, 2.79438, 5.11604], [-0.98051, 2.85706, 2.64917], [1.74566, 2.60249, 4.70407], [-1.46828, 2.07644, 5.07231], [-1.14176, 3.74735, 5.30945], [0.01362, 2.58301, 5.95507], [-1.75500, 2.09166, 2.69851], [-1.42943, 3.84725, 2.57108], [-0.47424, 2.76750, 1.68804], [0.11363, -0.45622, -4.01128], [-0.42049, -0.09964, -2.91005], [1.40677, -0.74128, -4.19741], [1.91403, -1.19850, -5.51656], [2.44151, -0.68291, -3.17998], [-0.48662, -0.72724, -4.89358], [2.68285, -0.50358, -5.85436], [1.07555, -1.10992, -6.20736], [2.23573, -2.23286, -5.39527], [2.10409, -0.45410, -2.16909], [3.06372, -1.57564, -3.11680], [3.15919, 0.08983, -3.45549], [2.03503, 1.71279, 0.77506], [2.27371, 2.23401, -0.28239], [2.93066, 1.08694, 1.54568], [2.50134, 0.38436, 2.78201], [4.42016, 1.21478, 1.30049], [0.99487, 1.65678, 1.13162], [2.91240, -0.60559, 2.97982], [1.43716, 0.19808, 2.92667], [2.90323, 0.92813, 3.63693], [4.87910, 1.76020, 2.12511], [4.79346, 0.19083, 1.28409], [4.58544, 1.72034, 0.34908], [-3.86107, -0.26321, -0.30222], [-2.84554, 0.30113, -0.69202], [-4.07269, -0.72204, 0.94454], [-3.06543, -0.56132, 1.94432], [-5.27457, -1.45858, 1.31489], [-4.69501, -0.54421, -0.96387], [-2.11367, -0.08298, 1.71314], [-2.75665, -1.54313, 2.30323], [-3.47940, -0.10377, 2.84286], [-5.82022, -1.00365, 2.14156], [-5.92797, -1.61104, 0.45585], [-5.09975, -2.45796, 1.71333]], "largest_force_ev_per_a": 15.25, "total_charge": 0, "homo_energy_ev": -7.7, "total_energy_ev": -128852.7862, "lumo_energy_ha": 0.0064, "orbital_gap_ha": 0.288}